{"formula": "C5H8O2", "method": "the ωB97M-V functional and the def2-TZVPD basis", "elements": ["O", "C", "C", "C", "C", "C", "O", "H", "H", "H", "H", "H", "H", "H", "H"], "coordinates": [[2.219256, -1.455809, 0.207425], [1.085351, -0.890196, 0.685475], [0.113148, 1.648591, -0.440796], [-0.802223, 0.508889, -0.676277], [-1.283079, -0.205017, 0.545673], [-0.171417, -1.214405, 0.366005], [-1.141674, 0.213823, -1.804747], [1.996246, -1.972686, -0.577747], [1.317611, -0.115327, 1.414699], [0.471610, 1.896101, 0.564855], [0.955796, 1.666128, -1.152058], [-0.872370, 2.163030, -0.671418], [-1.212503, 0.355469, 1.484966], [-2.289818, -0.582714, 0.386920], [-0.385935, -2.015884, -0.332979]], "forces_ev_per_angstrom": [[-0.023, -0.239, -0.097], [-0.258, -0.191, 0.462], [-0.715, 0.450, -0.300], [0.079, -0.623, -0.117], [-0.008, -0.413, 0.121], [0.298, -0.491, 0.452], [-0.106, -0.167, 0.152], [0.075, -0.069, 0.109], [-0.066, -0.070, -0.218], [-0.485, -0.357, -0.219], [-0.916, 0.536, -0.063], [1.815, 1.917, -0.064], [0.044, -0.015, -0.334], [0.108, -0.281, 0.141], [0.158, 0.013, -0.027]], "homo_energy_ev": -8.9, "smiles": "CC(=O)C/C=C/O", "orbital_gap_ev": 9.8, "largest_force_ev_per_a": 2.641, "de_lowest_kcal_mol": 52.0}